Density functional theory data (ωB97M-V with the def2-TZVPD basis set) for 8 unconnected molecules or ions with the total composition C47H55BO4.

Structure (XYZ):
```
107
C47H55BO4, DFT ωB97M-V with the def2-TZVPD basis set
C 2.28335 -3.67012 -0.18835
O 2.67659 -2.38786 -0.63391
C 2.86642 -1.39832 0.36461
C 2.01086 -0.15710 0.17912
O 0.74779 -0.17264 0.80172
C -0.14180 -1.16825 0.28929
B -1.64921 -0.72773 0.45072
O -2.08204 -0.07893 1.59109
O -2.54788 -0.97687 -0.54662
C -3.63385 -1.82559 -0.16587
H 2.69560 -4.40486 -0.86648
H 2.59876 -3.89020 0.82668
H 1.20203 -3.78081 -0.24613
H 3.89690 -1.05383 0.26816
H 2.76636 -1.78300 1.37691
H 1.89606 0.02492 -0.89281
H 2.58988 0.66125 0.58926
H 0.00604 -2.08827 0.86332
H 0.08385 -1.34754 -0.75786
H -2.03249 -0.64915 2.37495
H -4.57193 -1.37737 -0.46175
H -3.65032 -2.02683 0.89887
H -3.56359 -2.78584 -0.66899
C -3.30101 -6.21570 -3.61533
C -4.50360 -6.90485 -3.68486
C -5.70373 -6.20801 -3.69865
C -5.70173 -4.82145 -3.64027
C -4.49925 -4.13277 -3.56531
C -3.29875 -4.82917 -3.55369
H -2.36504 -6.75916 -3.60980
H -4.50558 -7.98626 -3.72864
H -6.64124 -6.74578 -3.75503
H -6.63731 -4.27753 -3.65281
H -4.49686 -3.05122 -3.51561
H -2.36126 -4.29084 -3.49670
C 6.01685 2.20039 3.13681
C 4.96289 1.29919 3.13074
C 3.65528 1.76137 3.15248
C 3.39914 3.12521 3.18895
C 4.45451 4.02647 3.20745
C 5.76374 3.56443 3.17798
H 7.03631 1.83826 3.10600
H 5.16158 0.23519 3.10066
H 2.83281 1.05665 3.13769
H 2.37837 3.48428 3.20021
H 4.25692 5.09005 3.23875
H 6.58660 4.26792 3.18302
C -4.00703 4.55536 -1.03776
C -3.78062 4.69649 -2.40004
C -3.13491 3.69063 -3.10563
C -2.71344 2.54337 -2.44769
C -2.93420 2.40483 -1.08487
C -3.58127 3.40973 -0.37978
H -4.51361 5.33904 -0.48855
H -4.10723 5.59239 -2.91330
H -2.96014 3.80129 -4.16815
H -2.21310 1.75588 -2.99661
H -2.60374 1.51418 -0.57226
H -3.75214 3.29954 0.68378
C -0.34064 9.70044 -2.59637
C -1.44182 10.54506 -2.57879
C -2.71554 10.02131 -2.40903
C -2.88786 8.65225 -2.25974
C -1.78798 7.80663 -2.28394
C -0.51393 8.33114 -2.45073
H 0.65321 10.10972 -2.72388
H -1.30715 11.61244 -2.69716
H -3.57410 10.68023 -2.39264
H -3.88166 8.24379 -2.12418
H -1.92366 6.73896 -2.17088
H 0.34423 7.67189 -2.46773
C 6.99045 1.71067 -0.07851
C 6.27581 0.87709 -0.92777
C 6.94652 0.04994 -1.81769
C 8.33395 0.05944 -1.86129
C 9.04910 0.89756 -1.01726
C 8.37738 1.72239 -0.12532
H 6.46544 2.34989 0.61367
H 5.19324 0.87236 -0.89480
H 6.38821 -0.60178 -2.47750
H 8.85795 -0.58632 -2.55398
H 10.13084 0.90784 -1.05466
H 8.93560 2.37498 0.53446
C 3.15551 -8.45613 1.29827
C 4.15448 -7.51959 1.07271
C 4.33802 -6.47253 1.96480
C 3.52025 -6.35974 3.08065
C 2.51735 -7.29308 3.30284
C 2.33567 -8.34178 2.41233
H 3.01559 -9.27569 0.60546
H 4.79031 -7.60549 0.20113
H 5.11800 -5.74261 1.78964
H 3.66472 -5.54394 3.77745
H 1.87745 -7.20363 4.17113
H 1.55490 -9.07069 2.58644
C -6.83385 -1.35065 3.79322
C -7.89306 -0.55070 3.38897
C -7.66369 0.53726 2.55818
C -6.37440 0.82740 2.13370
C -5.31250 0.03207 2.54229
C -5.54444 -1.05754 3.37108
H -7.01331 -2.20189 4.43735
H -8.89819 -0.77548 3.72143
H -8.49070 1.15922 2.24083
H -6.19597 1.67361 1.48232
H -4.30705 0.26069 2.21354
H -4.71822 -1.68153 3.69088
```

---

Density functional theory data (ωB97M-V with the def2-TZVPD basis set) for a molecular structure, C47H55F41IN2O9S3.

Structure (XYZ):
```
158
C47H55F41IN2O9S3, DFT ωB97M-V with the def2-TZVPD basis set
C -2.09829 2.24126 3.84521
C -1.26590 0.95050 3.99900
C -0.19899 0.85901 2.93043
O -0.82368 0.52793 1.69414
C 0.01798 0.04417 0.66272
C 0.21943 1.19295 -0.35072
C 1.54016 1.87559 0.03887
C 1.78802 3.25695 -0.56955
C 2.72450 4.07017 0.34045
S 1.96301 5.35102 1.32131
O 2.33015 6.64163 0.80688
O 2.19704 5.05575 2.70104
O 0.39360 5.18630 1.10047
C 0.12462 0.77511 -1.82980
S 1.74670 0.60773 -2.56272
N -0.85984 -0.39869 -2.07236
I -2.74536 0.52275 -1.35074
C -1.26610 -0.46098 -3.54029
C -2.44201 -1.13157 -3.96405
C -2.78431 -1.07331 -5.31498
C -1.97847 -0.34266 -6.18993
C -0.84243 0.31543 -5.64485
N -0.51542 0.24029 -4.35642
C -0.54716 -1.69077 -1.29669
C -1.65371 -2.76047 -1.43070
C -1.74990 -3.66293 -2.68467
C -1.48656 -5.13027 -2.42845
O -1.90589 -5.83020 -3.58789
C -0.99164 -6.81002 -4.03286
C 0.83314 -2.43065 -1.55991
F 0.69689 -3.65267 -1.00884
F 1.80049 -1.79786 -0.83802
C 1.48759 -2.76168 -2.97250
F 1.00700 -3.97168 -3.32267
F 1.16126 -1.94934 -3.97253
C 3.04520 -3.01095 -2.93883
F 3.33260 -3.80304 -1.90850
F 3.27631 -3.68616 -4.08028
C 4.09338 -1.86439 -2.98555
F 4.15691 -1.18606 -1.86010
F 3.84818 -1.05121 -4.00639
F 5.26526 -2.43259 -3.18374
C -0.63463 -1.27623 0.22946
C -0.21452 -2.34444 1.27962
C -1.37825 -3.17927 1.89298
C -1.62605 -2.82181 3.36318
S -3.33174 -2.32374 3.80984
H -3.15864 2.03451 3.97189
H -1.82852 2.99302 4.57957
H -1.99397 2.65297 2.84273
H -0.79020 0.95282 4.97205
H -1.95478 0.11725 3.89022
H 0.55463 0.11859 3.20676
H 0.29800 1.83330 2.89467
H 0.99801 -0.19794 1.07265
H -0.52270 1.95349 -0.12367
H 2.39975 1.21389 -0.04067
H 1.40832 2.04899 1.10904
H 0.83672 3.75809 -0.70960
H 2.30116 3.15434 -1.52046
H 3.48809 4.57416 -0.24319
H 3.22767 3.43130 1.05934
H 0.13378 5.68783 0.31430
H -0.35028 1.59288 -2.36004
H 1.53841 1.15584 -3.75770
H -3.06587 -1.70181 -3.30318
H -3.67254 -1.58236 -5.65603
H -2.21249 -0.25983 -7.23886
H -0.20185 0.90135 -6.28641
H -1.53073 -3.43531 -0.59533
H -2.61588 -2.29131 -1.24532
H -1.18088 -3.30487 -3.53640
H -2.78085 -3.63012 -3.03638
H -0.43958 -5.34803 -2.23485
H -2.07862 -5.47129 -1.58530
H -0.10387 -6.35398 -4.47540
H -0.69132 -7.47477 -3.22218
H -1.49116 -7.40488 -4.78966
H -1.69230 -1.17793 0.45531
H 0.62437 -2.96233 1.00156
H 0.16844 -1.78105 2.12947
H -2.28888 -3.09850 1.31085
H -1.08788 -4.22938 1.84743
H -1.46325 -3.66870 4.02080
H -0.99615 -1.99948 3.69114
H -3.42662 -1.24983 3.01942
C -6.50627 -6.82736 2.43113
C -5.57288 -5.71668 1.93774
C -5.62741 -5.36890 0.45154
F -5.24668 -6.40812 -0.31080
F -4.76685 -4.33483 0.21416
F -4.30004 -5.97804 2.30623
F -5.95954 -4.57333 2.56319
O -5.93572 -8.10243 2.59973
C -5.87583 -9.00380 1.57738
C -4.42509 -9.36564 1.23909
F -3.74538 -8.25760 0.86749
F -4.42592 -10.23322 0.20688
F -6.53985 -8.58344 0.48528
F -6.46281 -10.14124 1.99868
H -6.78595 -6.52147 3.43783
H -7.42733 -6.86350 1.84829
H -6.63297 -5.05123 0.16663
H -3.93932 -9.81854 2.10475
C 3.53570 -1.15326 6.64296
C 2.36693 -0.22282 6.29720
C 1.47806 0.25792 7.44618
F 0.85451 -0.78111 8.03154
F 0.53658 1.08842 6.93625
F 1.60070 -0.78452 5.32978
F 2.92204 0.90725 5.77417
O 3.34125 -2.53171 6.42493
C 2.79322 -3.34545 7.37380
C 1.49961 -3.99147 6.86373
F 0.59503 -3.04079 6.54221
F 0.98494 -4.76429 7.83982
F 2.60220 -2.71461 8.54227
F 3.65745 -4.35876 7.59162
H 4.31994 -0.88342 5.93785
H 3.92715 -0.94483 7.63901
H 2.06648 0.80547 8.18664
H 1.71212 -4.60100 5.98327
C 4.68639 1.25072 -7.69087
C 5.30505 1.77395 -6.38837
C 4.35136 2.13072 -5.24795
F 3.52522 3.14553 -5.58660
F 5.06934 2.52489 -4.17188
F 6.11513 2.81837 -6.63851
F 6.06888 0.75548 -5.89767
O 4.52510 2.17187 -8.74246
C 3.39888 2.92719 -8.86927
C 3.70885 4.42516 -8.77423
F 4.26715 4.70496 -7.58050
F 2.54783 5.10644 -8.87926
F 2.44074 2.57017 -7.98579
F 2.90018 2.71539 -10.10449
H 5.41521 0.53562 -8.06806
H 3.77045 0.69003 -7.49914
H 3.74919 1.26621 -4.96215
H 4.38736 4.72000 -9.57623
C 1.03809 10.01441 2.75994
C 0.39173 9.18583 3.87667
C -0.41227 7.95730 3.45534
F -1.48391 8.30014 2.70330
F -0.87207 7.32556 4.55855
F -0.35980 9.97296 4.67371
F 1.42054 8.69691 4.62549
O 0.36246 11.18486 2.35400
C -0.58206 11.17112 1.37638
C -1.94666 11.62526 1.90644
F -2.36098 10.80471 2.89054
F -2.84019 11.56914 0.89321
F -0.67205 9.97668 0.75891
F -0.21890 12.07828 0.44172
H 1.96572 10.38032 3.19561
H 1.31808 9.38808 1.91192
H 0.21617 7.26741 2.89047
H -1.88040 12.64682 2.28416
```

The charge is +1.

---

Computed orbital gap, in the same sequence as the records: 9.5, 5.4 eV.
Computed E_LUMO, in the same sequence as the records: 0.0090, -0.2039 hartree.
Computed highest occupied orbital energy, in the same sequence as the records: -9.2, -11.0 eV.